*P*
DFT (ωB97M-V with the def2-TZVPD basis set) results for a cluster of 2 separate species, C9H14 in total.

Structure (ORCA input):
```
! RIJCOSX wB97M-V def2-TZVPD def2/J DEFGRID3
* xyz 0 1
C -1.54 -1.45 2.15
C -1.65 -0.47 1.03
C -2.55 0.58 1.09
C -2.60 1.50 0.06
C -1.89 1.29 -1.11
C -1.04 0.21 -1.23
C -0.90 -0.63 -0.12
H -2.31 -2.23 2.11
H -1.65 -0.97 3.13
H -0.58 -1.96 2.19
H -3.21 0.66 1.94
H -3.16 2.43 0.16
H -2.03 2.00 -1.93
H -0.52 -0.13 -2.11
H -0.26 -1.51 -0.21
C 3.85 0.27 -1.35
C 2.64 -0.09 -0.46
H 4.28 -0.61 -1.80
H 3.59 1.04 -2.07
H 4.63 0.69 -0.71
H 2.97 -0.24 0.57
H 2.13 -0.98 -0.81
H 1.80 0.61 -0.51
*
```

E_HOMO (Eh): -0.3333
SMILES string: Cc1ccccc1.CC
LUMO (Ha): 0.0379


*Q*
DFT (ωB97M-V with the def2-TZVPD basis set) results for a cluster of 2 separate species, C9H14 in total.

Structure (ORCA input):
```
! RIJCOSX wB97M-V def2-TZVPD def2/J DEFGRID3
* xyz 0 1
C 0.46 2.48 0.20
C 0.31 1.05 0.78
C 1.32 0.34 1.37
C 0.77 -0.79 2.03
C -0.47 -1.29 1.78
C -1.46 -0.63 1.19
C -1.07 0.68 0.76
H 0.18 3.14 1.02
H -0.21 2.62 -0.73
H 1.59 2.51 0.00
H 2.41 0.59 1.29
H 1.56 -1.51 2.45
H -0.61 -2.25 2.32
H -2.42 -1.07 1.25
H -1.81 1.59 0.54
C -0.80 -1.27 -2.21
C 0.58 -0.66 -1.85
H -1.03 -0.90 -3.19
H -0.48 -2.29 -2.30
H -1.61 -1.17 -1.48
H 1.15 -0.10 -2.68
H 1.25 -1.31 -1.17
H 0.37 0.25 -1.39
*
```

E_HOMO (Eh): -0.3235
SMILES string: Cc1ccccc1.CC
LUMO (Ha): 0.0367


The least stable of them is *Q*.


*P*
DFT (ωB97M-V with the def2-TZVPD basis set) results for a cluster of 2 separate species, C9H14 in total.

Structure (ORCA input):
```
! RIJCOSX wB97M-V def2-TZVPD def2/J DEFGRID3
* xyz 0 1
C -3.52 0.11 1.46
C -2.07 0.25 1.12
C -1.60 1.47 0.59
C -0.24 1.75 0.55
C 0.68 0.81 1.02
C 0.21 -0.41 1.47
C -1.15 -0.73 1.46
H -3.88 1.00 1.98
H -3.92 -0.76 1.97
H -4.10 0.19 0.52
H -2.35 2.11 0.16
H 0.16 2.74 0.34
H 1.72 1.05 1.22
H 0.87 -1.14 1.92
H -1.48 -1.64 1.95
C 3.04 -1.40 -2.01
C 2.15 -0.29 -2.48
H 3.84 -1.60 -2.73
H 3.54 -1.17 -1.06
H 2.52 -2.30 -1.71
H 1.31 -0.11 -1.78
H 1.62 -0.58 -3.39
H 2.65 0.67 -2.57
*
```

E_HOMO (Eh): -0.3288
SMILES string: Cc1ccccc1.CC
LUMO (Ha): 0.0377


*Q*
DFT (ωB97M-V with the def2-TZVPD basis set) results for a cluster of 2 separate species, C9H14 in total.

Structure (ORCA input):
```
! RIJCOSX wB97M-V def2-TZVPD def2/J DEFGRID3
* xyz 0 1
C 0.12 -0.44 -2.69
C 0.42 0.46 -1.55
C -0.56 0.95 -0.68
C -0.25 1.93 0.23
C 1.10 2.30 0.39
C 2.13 1.79 -0.38
C 1.72 0.73 -1.22
H 0.99 -0.81 -3.24
H -0.59 -0.08 -3.44
H -0.31 -1.41 -2.39
H -1.58 0.63 -0.85
H -0.95 2.33 0.94
H 1.29 3.13 1.08
H 3.18 2.02 -0.29
H 2.57 0.23 -1.69
C -2.52 -2.75 2.73
C -1.10 -3.06 2.33
H -3.15 -3.61 2.53
H -2.58 -2.50 3.79
H -2.89 -1.89 2.16
H -0.62 -3.90 2.84
H -0.31 -2.32 2.48
H -0.95 -3.39 1.30
*
```

E_HOMO (Eh): -0.3293
SMILES string: Cc1ccccc1.CC
LUMO (Ha): 0.0344


The least stable of them is *Q*.


*P*
DFT (ωB97M-V with the def2-TZVPD basis set) results for a cluster of 2 separate species, C9H14 in total.

Structure (ORCA input):
```
! RIJCOSX wB97M-V def2-TZVPD def2/J DEFGRID3
* xyz 0 1
C 3.76 0.42 -0.58
C 2.33 -0.15 -0.46
C 1.38 0.13 -1.44
C 0.09 -0.26 -1.31
C -0.38 -1.16 -0.47
C 0.58 -1.55 0.57
C 1.86 -1.08 0.58
H 3.66 1.45 -0.49
H 4.23 0.14 -1.31
H 4.50 -0.08 0.02
H 1.71 0.76 -2.28
H -0.66 0.29 -2.00
H -1.32 -1.70 -0.58
H 0.37 -2.46 1.21
H 2.63 -1.42 1.25
C -2.80 0.75 1.57
C -3.51 0.90 0.21
H -3.22 1.43 2.30
H -2.75 -0.26 1.96
H -1.74 0.92 1.64
H -2.86 1.66 -0.32
H -4.52 1.18 0.28
H -3.34 0.09 -0.34
*
```

E_HOMO (Eh): -0.3289
SMILES string: Cc1ccccc1.CC
LUMO (Ha): 0.0361


*Q*
DFT (ωB97M-V with the def2-TZVPD basis set) results for a cluster of 2 separate species, C9H14 in total.

Structure (ORCA input):
```
! RIJCOSX wB97M-V def2-TZVPD def2/J DEFGRID3
* xyz 0 1
C -0.22 -1.61 -1.78
C -0.97 -1.00 -0.58
C -2.29 -1.41 -0.48
C -2.97 -1.27 0.70
C -2.23 -0.81 1.84
C -0.92 -0.40 1.75
C -0.28 -0.55 0.52
H 0.14 -0.89 -2.50
H -0.84 -2.26 -2.40
H 0.50 -2.34 -1.36
H -2.85 -1.75 -1.32
H -4.02 -1.43 0.76
H -2.82 -0.79 2.75
H -0.30 -0.10 2.63
H 0.78 -0.34 0.48
C 3.04 1.77 0.04
C 1.74 2.53 -0.20
H 3.93 2.08 -0.53
H 3.23 1.61 1.10
H 2.94 0.74 -0.35
H 0.84 1.89 -0.15
H 1.73 3.46 0.34
H 1.83 2.86 -1.23
*
```

E_HOMO (Eh): -0.3330
SMILES string: Cc1ccccc1.CC
LUMO (Ha): 0.0389


*R*
DFT (ωB97M-V with the def2-TZVPD basis set) results for a cluster of 2 separate species, C9H14 in total.

Structure (ORCA input):
```
! RIJCOSX wB97M-V def2-TZVPD def2/J DEFGRID3
* xyz 0 1
C -2.03 2.40 -1.03
C -1.13 1.80 -0.06
C 0.26 1.97 -0.31
C 1.18 1.42 0.50
C 0.76 0.59 1.60
C -0.56 0.62 1.98
C -1.48 1.19 1.13
H -2.12 3.51 -1.03
H -3.01 1.75 -0.98
H -1.85 2.28 -2.12
H 0.63 2.34 -1.19
H 2.26 1.39 0.30
H 1.65 -0.04 1.98
H -1.01 -0.06 2.75
H -2.51 0.86 1.51
C 0.95 -2.31 -1.25
C 1.34 -3.19 -0.15
H 0.86 -1.33 -0.68
H 1.71 -2.24 -2.14
H -0.12 -2.43 -1.65
H 0.78 -4.13 -0.11
H 2.41 -3.58 0.01
H 1.02 -2.80 0.92
*
```

E_HOMO (Eh): -0.3268
SMILES string: Cc1ccccc1.CC
LUMO (Ha): 0.0353


*S*
DFT (ωB97M-V with the def2-TZVPD basis set) results for a cluster of 2 separate species, C9H14 in total.

Structure (ORCA input):
```
! RIJCOSX wB97M-V def2-TZVPD def2/J DEFGRID3
* xyz 0 1
C -1.71 0.20 -3.48
C -1.02 -0.40 -2.24
C 0.05 -1.24 -2.45
C 0.75 -1.71 -1.38
C 0.39 -1.33 -0.12
C -0.72 -0.53 0.11
C -1.43 0.00 -0.92
H -2.80 0.27 -3.34
H -1.58 -0.31 -4.47
H -1.38 1.17 -3.47
H 0.48 -1.47 -3.50
H 1.57 -2.38 -1.47
H 0.94 -1.74 0.79
H -0.83 -0.35 1.13
H -2.29 0.61 -0.64
C 1.72 0.66 3.20
C 0.66 1.71 3.16
H 2.69 1.13 3.44
H 1.69 -0.17 3.94
H 1.72 0.08 2.22
H 0.67 2.40 3.97
H 0.79 2.27 2.32
H -0.34 1.14 3.18
*
```

E_HOMO (Eh): -0.3284
SMILES string: Cc1ccccc1.CC
LUMO (Ha): 0.0381


The least stable of them is *P*.


*P*
DFT (ωB97M-V with the def2-TZVPD basis set) results for a cluster of 2 separate species, C9H14 in total.

Structure (ORCA input):
```
! RIJCOSX wB97M-V def2-TZVPD def2/J DEFGRID3
* xyz 0 1
C -0.30 -0.12 -2.71
C -1.06 0.21 -1.46
C -2.26 -0.49 -1.25
C -3.06 -0.17 -0.18
C -2.81 0.99 0.57
C -1.54 1.52 0.49
C -0.62 1.06 -0.46
H -0.37 0.73 -3.39
H -0.84 -0.92 -3.23
H 0.68 -0.59 -2.77
H -2.60 -1.24 -1.95
H -3.88 -0.80 0.12
H -3.60 1.51 1.10
H -1.21 2.27 1.19
H 0.41 1.38 -0.49
C 2.52 -0.41 1.19
C 3.27 -0.95 2.42
H 2.67 -0.97 0.27
H 1.44 -0.36 1.35
H 2.84 0.61 1.00
H 2.55 -1.54 2.99
H 4.08 -1.62 2.19
H 3.68 -0.12 2.99
*
```

E_HOMO (Eh): -0.3273
SMILES string: Cc1ccccc1.CC
LUMO (Ha): 0.0359


*Q*
DFT (ωB97M-V with the def2-TZVPD basis set) results for a cluster of 2 separate species, C9H14 in total.

Structure (ORCA input):
```
! RIJCOSX wB97M-V def2-TZVPD def2/J DEFGRID3
* xyz 0 1
C 0.28 3.02 -0.33
C -0.02 1.68 -0.97
C 0.75 1.43 -2.13
C 0.77 0.23 -2.81
C 0.01 -0.82 -2.29
C -0.76 -0.54 -1.17
C -0.72 0.62 -0.41
H 1.04 3.07 0.47
H -0.67 3.27 0.22
H 0.59 3.75 -1.02
H 1.31 2.25 -2.48
H 1.37 0.06 -3.75
H 0.04 -1.81 -2.74
H -1.22 -1.37 -0.60
H -1.33 0.60 0.44
C 0.32 -1.49 2.76
C -0.70 -2.37 2.14
H 1.31 -1.98 3.12
H 0.77 -0.72 2.02
H -0.19 -1.11 3.77
H -1.37 -1.73 1.67
H -1.45 -3.03 2.78
H -0.12 -3.00 1.30
*
```

E_HOMO (Eh): -0.3306
SMILES string: Cc1ccccc1.CC
LUMO (Ha): 0.0376


*R*
DFT (ωB97M-V with the def2-TZVPD basis set) results for a cluster of 2 separate species, C9H14 in total.

Structure (ORCA input):
```
! RIJCOSX wB97M-V def2-TZVPD def2/J DEFGRID3
* xyz 0 1
C 2.33 0.89 -0.76
C 1.33 -0.18 -1.08
C 1.69 -1.51 -0.94
C 0.74 -2.48 -1.28
C -0.59 -2.16 -1.50
C -0.93 -0.82 -1.54
C -0.01 0.17 -1.28
H 2.02 1.74 -0.14
H 2.68 1.36 -1.69
H 3.22 0.54 -0.24
H 2.70 -1.86 -0.99
H 1.05 -3.49 -1.57
H -1.38 -2.86 -1.72
H -1.95 -0.57 -1.81
H -0.22 1.22 -1.13
C -2.31 1.18 2.34
C -0.80 1.25 2.09
H -2.77 2.16 2.19
H -2.87 0.54 1.66
H -2.60 0.94 3.36
H -0.44 0.38 1.56
H -0.28 1.45 3.03
H -0.60 2.11 1.45
*
```

E_HOMO (Eh): -0.3316
SMILES string: Cc1ccccc1.CC
LUMO (Ha): 0.0385


*S*
DFT (ωB97M-V with the def2-TZVPD basis set) results for a cluster of 2 separate species, C9H14 in total.

Structure (ORCA input):
```
! RIJCOSX wB97M-V def2-TZVPD def2/J DEFGRID3
* xyz 0 1
C 1.74 -1.19 -1.56
C 0.31 -1.08 -0.94
C -0.20 -2.18 -0.22
C -1.41 -2.09 0.45
C -2.19 -0.94 0.29
C -1.78 0.10 -0.55
C -0.49 0.03 -1.11
H 2.29 -0.20 -1.50
H 1.68 -1.35 -2.65
H 2.32 -2.04 -1.14
H 0.37 -3.09 -0.24
H -1.97 -2.96 0.87
H -3.23 -1.05 0.64
H -2.36 0.99 -0.57
H -0.11 0.96 -1.48
C 2.14 2.72 1.64
C 0.70 3.18 1.47
H 2.21 2.26 2.65
H 2.35 1.81 1.03
H 2.86 3.51 1.40
H 0.43 3.20 0.43
H 0.67 4.15 2.02
H 0.03 2.40 1.81
*
```

E_HOMO (Eh): -0.3335
SMILES string: Cc1ccccc1.CC
LUMO (Ha): 0.0360


The least stable of them is *Q*.